C30H24IIrN6O4PS as an isolated structure in a non-equilibrium geometry, computed with ωB97M-V with the def2-TZVPD basis set.

Values from the calculation:
Total charge   +1
Expectation value of S²   6.027
Gap between HOMO and LUMO (alpha / beta)   2.84 / 6.82 eV
E_HOMO (alpha / beta)   -7.0 / -11.0 eV
Multiplicity   5
E_LUMO (alpha / beta)   -4.1 / -4.1 eV
Relative energy (zero: lowest compared OMol25 entry of this formula, charge and spin)   0.9938 eV

Last column: Löwdin charge in e.
Cartesian coordinates (Å):
Ir -1.219 1.319 -0.250  1.3596
N -0.884 4.809 0.127  0.1912
C -2.161 4.450 0.113  -0.4396
N -3.082 5.369 0.385  0.1628
C -4.347 4.968 0.326  -0.4451
N -5.304 5.854 0.599  0.1743
N -4.753 3.712 0.003  0.1586
C -3.784 2.864 -0.222  -0.3342
N -2.467 3.152 -0.172  0.0089
C -4.155 1.474 -0.575  -0.2469
C -5.480 1.109 -0.763  -0.0165
C -5.772 -0.195 -1.117  -0.0780
C -4.734 -1.106 -1.286  -0.0878
C -3.440 -0.677 -1.086  -0.1684
N -3.154 0.582 -0.727  -0.1180
H -0.666 5.761 0.366  0.1200
H -0.145 4.145 -0.062  0.0545
H -5.054 6.796 0.843  0.1097
H -6.267 5.574 0.557  0.1104
H -6.250 1.853 -0.631  0.1091
H -6.799 -0.499 -1.266  0.1053
H -4.920 -2.131 -1.571  0.0983
H -2.595 -1.337 -1.223  0.0763
I 3.366 -0.077 -2.667  1.1893
C 4.771 -0.818 -1.301  -0.5992
C 6.079 -0.466 -1.575  -0.1298
C 7.114 -0.994 -0.807  -0.0448
C 6.819 -1.899 0.182  -0.0096
C 5.492 -2.271 0.466  -0.1484
C 5.251 -3.291 1.431  0.0387
C 3.976 -3.780 1.625  -0.0465
C 2.895 -3.175 1.020  -0.0408
C 3.054 -2.009 0.184  -0.2314
P 1.670 -1.022 0.155  0.9926
C 0.578 -1.433 1.527  -0.3204
C 1.101 -1.205 2.802  -0.0767
C 0.301 -1.364 3.916  -0.0395
C -1.029 -1.747 3.771  -0.0372
C -1.552 -1.976 2.510  -0.0391
C -0.750 -1.816 1.387  -0.0741
C 0.590 -0.984 -1.314  -0.4032
C 0.147 0.148 -2.018  -0.2956
C -0.675 -0.012 -3.138  -0.0632
C -1.082 -1.274 -3.541  -0.0496
C -0.641 -2.391 -2.842  -0.0485
C 0.189 -2.247 -1.737  -0.0989
C 4.412 -1.673 -0.250  -0.1824
H 6.295 0.200 -2.397  0.0956
H 8.138 -0.718 -1.015  0.1203
H 7.613 -2.358 0.757  0.1239
H 6.099 -3.731 1.938  0.1291
H 3.812 -4.641 2.261  0.1218
H 1.908 -3.579 1.193  0.1156
H 2.136 -0.900 2.913  0.1275
H 0.710 -1.187 4.902  0.1185
H -1.654 -1.868 4.646  0.1180
H -2.584 -2.283 2.397  0.1189
H -1.159 -2.017 0.406  0.0830
H 0.649 1.098 -1.866  0.0535
H -0.959 0.864 -3.707  0.1260
H -1.707 -1.393 -4.416  0.1223
H -0.926 -3.383 -3.170  0.1201
H 0.562 -3.130 -1.229  0.1185
O 0.032 1.379 1.529  -0.4146
S 1.292 1.874 0.899  0.4147
O 2.191 2.570 1.734  -0.1926
O 0.843 2.555 -0.336  -0.4023
O 2.062 0.577 0.405  -0.3641